Density functional theory data (wB97M-V/def2-TZVPD) for a cluster of 2 separate species, C2H4BrFO in total at a distorted geometry.

As for the largest force on an atom: 0.0618 Eh/bohr. As for the total energy: -76943.866 eV. The value obtained for the energy above the lowest of the compared OMol25 structures with the same formula, charge and spin is 2.6639 eV. Its HOMO-LUMO gap is 10.9 eV. As for the LUMO energy: 0.6468 eV. The total charge is 0. For the highest occupied orbital energy, the calculation gives -10.253 eV.

Positions of all 9 atoms, in Å:
C1 -0.792 1.541 -0.129
C2 1.279 -2.155 -0.735
O1 1.073 -1.014 -0.244
F1 1.318 -3.086 0.242
Br1 -1.791 0.631 1.218
H1 -0.455 2.450 0.310
H2 0.021 0.800 -0.422
H3 -1.573 1.707 -1.006
H4 0.919 -0.875 0.767